{"formula": "C28H46BrClFN7O2P", "method": "the ωB97M-V functional and the def2-TZVPD basis", "elements": ["N", "P", "O", "O", "C", "C", "C", "Br", "C", "C", "C", "C", "F", "N", "Cl", "C", "H", "H", "H", "H", "H", "H", "H", "H", "H", "H", "H", "C", "C", "C", "C", "N", "H", "H", "H", "H", "H", "H", "H", "C", "C", "C", "C", "N", "H", "H", "H", "H", "H", "H", "H", "C", "C", "C", "C", "N", "H", "H", "H", "H", "H", "H", "H", "C", "C", "C", "C", "N", "H", "H", "H", "H", "H", "H", "H", "C", "C", "C", "C", "N", "H", "H", "H", "H", "H", "H", "H"], "xyz": [[-3.973, 3.522, -0.468], [-3.740, 2.060, 0.109], [-4.704, 1.829, 1.504], [-4.188, 0.823, -1.013], [-1.902, 1.847, 0.469], [-0.763, 1.887, -0.608], [0.725, 1.649, -0.160], [2.216, 1.685, -1.484], [1.016, 1.384, 1.365], [2.545, 1.094, 1.810], [2.741, -0.495, 1.705], [4.146, -1.037, 2.243], [4.331, -2.361, 1.646], [-0.091, 1.402, 2.306], [0.193, 1.158, 4.003], [-1.475, 1.617, 1.936], [-4.353, 3.386, -1.423], [-4.385, 1.060, 2.033], [-3.574, 0.060, -0.843], [-1.055, 2.058, -1.710], [3.284, 1.700, 1.164], [2.672, 1.512, 2.879], [2.518, -0.801, 0.613], [1.928, -0.969, 2.377], [5.050, -0.407, 1.956], [4.101, -1.231, 3.375], [-2.310, 1.599, 2.736], [-1.729, 0.578, 7.384], [-3.061, -0.156, 7.502], [-3.552, -0.717, 6.165], [-3.753, 0.403, 5.184], [-3.913, 1.284, 4.412], [-1.807, 1.451, 6.731], [-1.405, 0.934, 8.365], [-0.951, -0.083, 6.987], [-3.809, 0.529, 7.913], [-2.952, -0.978, 8.214], [-4.501, -1.244, 6.303], [-2.827, -1.426, 5.756], [0.132, 4.595, -4.492], [0.458, 4.022, -5.866], [-0.477, 2.880, -6.273], [-0.364, 1.751, -5.289], [-0.277, 0.863, -4.514], [0.253, 3.846, -3.704], [0.805, 5.423, -4.257], [-0.895, 4.970, -4.456], [1.494, 3.671, -5.866], [0.389, 4.821, -6.610], [-0.212, 2.513, -7.268], [-1.514, 3.225, -6.304], [-7.294, -0.741, 4.212], [-8.187, -1.938, 3.906], [-8.740, -2.600, 5.169], [-7.605, -3.097, 6.018], [-6.712, -3.488, 6.686], [-6.409, -1.036, 4.782], [-6.944, -0.282, 3.284], [-7.836, 0.017, 4.784], [-7.617, -2.668, 3.323], [-9.022, -1.609, 3.279], [-9.383, -3.443, 4.902], [-9.336, -1.889, 5.747], [6.109, 0.347, -3.955], [5.016, -0.212, -4.861], [4.542, 0.794, -5.912], [3.973, 2.009, -5.236], [3.525, 2.965, -4.705], [5.754, 1.204, -3.375], [6.436, -0.413, -3.241], [6.979, 0.663, -4.538], [4.170, -0.529, -4.242], [5.395, -1.103, -5.366], [3.771, 0.343, -6.542], [5.372, 1.097, -6.555], [6.755, -3.939, -2.870], [5.422, -4.675, -2.770], [4.948, -5.234, -4.114], [4.758, -4.113, -5.095], [4.609, -3.231, -5.867], [6.684, -3.065, -3.523], [7.067, -3.584, -1.885], [7.538, -4.597, -3.258], [4.669, -3.991, -2.367], [5.524, -5.499, -2.057], [4.000, -5.762, -3.988], [5.679, -5.941, -4.516]], "mulliken_charge": [-0.7168, 0.9376, -0.4371, -0.5256, -0.1072, -0.2112, -0.0735, -0.0505, 0.4331, -1.0590, -0.2346, -0.2674, -0.3034, 0.1086, 0.0535, -0.0838, 0.2657, 0.2849, 0.3504, 0.3752, 0.3774, 0.3746, 0.2991, 0.2393, 0.2778, 0.2338, 0.3566, -1.0020, -0.6423, 0.1056, 0.3465, -0.6166, 0.2883, 0.3623, 0.2252, 0.3165, 0.3698, -0.0222, 0.2875, -0.9766, -0.1767, -0.4331, 0.2966, -0.5060, 0.0905, 0.3474, 0.3756, 0.0418, 0.3410, 0.3034, 0.3098, -0.5452, -0.4992, -0.4759, 0.2912, -0.4612, -0.0859, 0.2354, 0.3235, 0.2886, 0.3367, 0.3098, 0.2930, -1.2135, -0.1086, -0.5014, 0.2814, -0.5114, 0.3591, 0.3175, 0.3111, 0.2770, 0.1775, 0.3178, 0.3508, -0.9636, -0.3881, -0.4159, 0.3216, -0.4911, 0.1522, 0.3228, 0.3259, 0.2651, 0.3016, 0.2829, 0.2884], "homo_energy_ha": -0.4311, "energy_ha": -5103.2666, "e_lumo_ev": -4.81, "multiplicity": 1, "total_charge": 1, "gap_ev": 6.9}

{"formula": "C10H10FN", "method": "the ωB97M-V functional and the def2-TZVPD basis", "elements": ["C", "C", "C", "C", "C", "C", "C", "C", "C", "C", "N", "F", "H", "H", "H", "H", "H", "H", "H", "H", "H", "H"], "xyz": [[-3.365, 0.075, -0.348], [-2.761, -1.154, -0.390], [-2.510, 1.210, -0.357], [-1.351, -1.338, -0.322], [-1.188, 1.078, -0.116], [-0.619, -0.205, -0.134], [2.733, -1.695, 0.405], [2.148, 1.348, 0.972], [1.732, 0.934, -0.448], [0.876, -0.310, -0.117], [1.576, -1.479, -0.068], [2.860, 0.605, -1.079], [-4.454, 0.099, -0.046], [-3.412, -2.003, -0.389], [-2.807, 2.330, -0.358], [-0.877, -2.297, -0.262], [-0.595, 1.975, 0.025], [3.163, -2.658, -0.002], [3.085, -0.991, 1.144], [3.055, 0.963, 1.274], [1.381, 1.748, 1.647], [1.332, 1.766, -1.030]], "lowdin_spin": [0.0689, -0.0037, -0.0105, 0.0786, 0.0385, 0.0223, 0.2248, 0.7674, 0.1221, 0.4134, 0.1182, 0.0120, 0.0031, -0.0014, -0.0014, 0.0052, 0.0026, 0.0105, 0.0167, 0.0529, 0.0431, 0.0166], "homo_energy_ha": [-0.2345, -0.3379], "energy_ha": -541.4812, "e_lumo_ev": [0.85, -0.98], "relative_energy_ev": 0.0000, "multiplicity": 3, "s2": 2.0331, "gap_ev": [7.2, 8.2]}

{"formula": "C3H8N4", "method": "the ωB97M-V functional and the def2-TZVPD basis", "elements": ["H", "N", "C", "C", "C", "N", "N", "N", "H", "H", "H", "H", "H", "H", "H"], "xyz": [[-2.148, -2.165, -0.344], [-2.203, -1.131, -0.239], [-1.083, -0.419, -0.064], [0.161, -1.120, 0.449], [1.504, -0.995, -0.049], [2.137, 0.154, -0.465], [-1.129, 0.776, -0.397], [-0.331, 1.771, 0.287], [0.038, -2.193, 0.651], [1.983, -1.955, 0.123], [1.614, 0.985, -0.211], [2.974, 0.473, -0.105], [-2.141, 1.052, -0.529], [-0.759, 2.118, 1.252], [-0.618, 2.650, -0.359]], "nbo_charge": [0.3505, -0.8043, 0.4063, -0.4029, 0.0830, -0.8157, -0.4345, -0.6721, 0.2070, 0.1988, 0.3996, 0.3793, 0.3922, 0.3514, 0.3613], "homo_energy_ha": -0.2959, "energy_ha": -338.0031, "e_lumo_ev": 0.64, "relative_energy_ev": 4.1001, "multiplicity": 1, "gap_ev": 8.7, "smiles": "[H]/N=C(\\C=C/N)NN"}

{"formula": "C3H5NO2", "method": "the ωB97M-V functional and the def2-TZVPD basis", "elements": ["O", "C", "C", "N", "C", "O", "H", "H", "H", "H", "H"], "xyz": [[2.091, -0.675, -0.801], [1.771, -0.112, 0.219], [0.337, 0.129, 0.613], [-0.545, -0.370, -0.405], [-1.792, 0.144, -0.553], [-2.288, 0.953, 0.207], [2.531, 0.251, 0.938], [0.163, -0.355, 1.586], [0.171, 1.202, 0.777], [-0.121, -0.913, -1.143], [-2.318, -0.254, -1.439]], "nbo_charge": [-0.5263, 0.4380, -0.3414, -0.6191, 0.5299, -0.6112, 0.1228, 0.2250, 0.2464, 0.4190, 0.1170], "homo_energy_ha": -0.3747, "energy_ha": -322.5467, "e_lumo_ev": 0.82, "relative_energy_ev": 0.7518, "multiplicity": 1, "gap_ev": 11.0, "smiles": "O=CCNC=O"}

{"formula": "C4H7NO", "method": "the ωB97M-V functional and the def2-TZVPD basis", "elements": ["C", "O", "C", "C", "C", "N", "H", "H", "H", "H", "H", "H", "H"], "xyz": [[1.787, 0.456, 0.419], [0.675, -0.299, 0.824], [-0.227, -0.335, -0.205], [-1.543, -0.955, 0.257], [-0.422, 1.223, -0.806], [-0.877, 2.125, -1.387], [2.398, 0.613, 1.317], [1.287, 1.354, -0.086], [2.373, -0.078, -0.347], [0.196, -0.821, -1.095], [-1.579, -2.053, 0.219], [-1.748, -0.654, 1.287], [-2.321, -0.574, -0.397]], "nbo_charge": [-0.2543, -0.5091, 0.1066, -0.6346, 0.1709, -0.3357, 0.2077, 0.1902, 0.1714, 0.1933, 0.2289, 0.2323, 0.2323], "homo_energy_ha": -0.3992, "energy_ha": -286.5449, "e_lumo_ev": 0.83, "relative_energy_ev": 2.3598, "multiplicity": 1, "gap_ev": 11.7, "smiles": "CO[C@@H](C)C#N"}

{"formula": "C3H3I", "method": "the ωB97M-V functional and the def2-TZVPD basis", "elements": ["I", "C", "C", "C", "H", "H", "H"], "xyz": [[-1.268, -1.147, 1.800], [-0.653, 0.009, -0.102], [0.627, 0.576, 0.265], [0.579, -0.119, -0.815], [-1.498, 0.478, -0.694], [1.303, 1.134, 0.870], [0.911, -0.930, -1.324]], "nbo_charge": [-0.0957, -0.2687, -0.1096, -0.2061, 0.2190, 0.2390, 0.2221], "homo_energy_ha": -0.3300, "energy_ha": -413.6692, "e_lumo_ev": 0.32, "relative_energy_ev": 1.2971, "multiplicity": 1, "gap_ev": 9.3, "smiles": "IC1C=C1"}